This record from OMol25 describes the ion C4H7N2 with charge +1 in a non-equilibrium geometry. The level of theory is the ωB97M-V functional and the def2-TZVPD basis.

XYZ file:
```
13
Properties=species:S:1:pos:R:3:nbo_charge:R:1
C 0.45229 1.60723 -1.42463 -0.42
N 0.29267 1.21333 0.01329 -0.48
C -0.10135 0.01670 0.37660 0.52
C -0.45377 -0.86807 1.48316 -0.06
C -0.11991 -2.07111 0.68763 -0.20
N -0.76782 -1.00209 -0.06877 -0.24
H 0.86216 2.56106 -1.25719 0.23
H 1.17699 0.98435 -1.92558 0.24
H -0.55995 1.69152 -1.96722 0.25
H 0.35669 1.94436 0.66367 0.44
H -1.24750 -0.89961 2.19711 0.26
H 0.87142 -2.30844 0.51019 0.23
H -0.76192 -2.86923 0.71174 0.24
```

Computed properties:
SMILES string   C/[NH+]=C1/[C@@H]2CN12
HOMO   -15.93 eV
Strongest force on any atom   3.84 eV/Å
Total charge   +1
Calculated total energy   -7231.41175 eV
Gap between HOMO and LUMO   11.746 eV
Relative energy (zero: lowest compared OMol25 entry of this formula, charge and spin)   99.77 kcal per mole